[1]
The following is a DFT calculation (the ωB97M-V functional and the def2-TZVPD basis) of a structure of composition C11H34FeN2P2S.

Calculated values
Orbital gap (spin up / spin down) = 4.232 / 7.387 eV
Charge = 0
E_LUMO (spin up / spin down) = 0.62 / 0.55 eV
2S+1 = 5
Total energy = -2893.3628 a.u.
<S²> = 6.06

The geometry in XYZ format:
```
51
Properties=species:S:1:pos:R:3:forces:R:3:mulliken_spin:R:1
Fe 0.866958 0.542749 -0.313288 -0.784 0.550 -0.091 3.14
H 3.148872 -0.562972 1.295439 0.143 -0.164 -0.265 0.05
H 3.130957 -0.679126 0.552324 -0.006 0.027 0.350 -0.02
P 0.423341 1.657237 1.504232 -0.396 -0.822 0.373 0.06
P 1.744697 1.017918 -2.261317 0.002 -0.793 -0.248 0.06
C 1.007081 0.023920 -3.603006 0.414 -0.010 -0.746 0.03
H 1.458893 0.332438 -4.553507 -0.162 -0.275 -0.105 0.00
H 1.181861 -1.046416 -3.440907 -0.040 0.256 -0.004 0.00
H -0.075550 0.193014 -3.645448 0.261 0.030 0.074 0.00
C 1.822595 2.664768 -3.031499 0.049 0.184 0.008 0.04
H 2.453673 3.329878 -2.429735 -0.177 -0.130 -0.101 0.00
H 2.234564 2.584042 -4.044070 0.019 0.064 0.156 0.01
H 0.811365 3.089644 -3.084588 0.272 -0.143 0.043 -0.01
C 3.486623 0.478541 -2.186568 0.306 0.107 -0.815 0.01
H 3.533214 -0.532454 -1.760381 -0.049 0.256 -0.189 0.01
H 3.926565 0.488872 -3.190719 0.300 -0.118 0.117 -0.01
H 4.040896 1.160125 -1.528439 -0.208 -0.162 -0.147 -0.01
C -0.105401 3.402761 1.568012 0.031 0.063 -0.051 0.03
H -0.420635 3.669779 2.584138 0.103 0.010 -0.130 0.01
H 0.728884 4.044629 1.258957 -0.184 -0.137 0.044 0.00
H -0.937260 3.558244 0.869792 0.214 -0.081 0.170 0.00
C -0.970362 0.796808 2.314681 -0.300 0.279 0.890 0.05
H -0.707922 -0.245348 2.533138 0.031 0.200 -0.066 0.00
H -1.220393 1.312242 3.250161 -0.240 -0.253 0.072 0.00
H -1.850256 0.790785 1.659771 0.223 0.089 0.074 0.00
C 1.751830 1.597836 2.749100 -0.183 0.300 0.524 0.00
H 2.604533 2.179451 2.378247 -0.206 -0.116 0.046 -0.01
H 1.400123 2.016488 3.699985 0.265 -0.100 0.070 0.00
H 2.080099 0.560377 2.881753 -0.145 0.231 0.036 0.01
H 1.849508 1.755350 -0.171141 1.951 0.835 0.441 0.20
H 0.775343 2.072746 -0.627123 -1.233 0.936 -0.474 0.08
C -2.428405 -0.148890 -1.255706 0.003 -0.223 -0.013 -0.01
N -2.504171 -1.257565 -0.296891 -0.727 0.329 0.107 0.04
C -3.818503 -1.522816 0.274312 -0.129 0.266 -0.069 0.00
C -1.379231 -1.894670 0.076732 1.737 0.213 -1.036 0.22
S 0.112756 -1.542720 -0.748857 -0.996 -1.063 0.187 -0.05
N -1.310145 -2.788857 1.097901 -0.191 -0.258 0.475 0.05
C -2.354845 -3.739435 1.476046 0.151 -0.111 0.111 0.02
C 0.018620 -3.179497 1.570635 0.057 -0.037 -0.007 -0.01
H -3.451524 0.137834 -1.510032 0.200 -0.029 -0.045 0.00
H -1.892697 -0.464830 -2.157988 -0.148 0.166 0.199 0.00
H -1.900868 0.716820 -0.815639 -0.036 -0.241 -0.209 0.04
H -4.269893 -2.420990 -0.175679 -0.016 0.241 0.194 0.00
H -3.779662 -1.623625 1.367279 -0.046 0.041 -0.319 0.01
H -4.464506 -0.676587 0.018561 0.127 -0.211 0.241 0.00
H -1.965683 -4.762695 1.376709 -0.105 0.185 -0.073 -0.01
H -2.609659 -3.581145 2.531557 -0.177 -0.130 -0.181 0.01
H -3.244171 -3.650984 0.855555 0.316 -0.156 0.218 0.00
H 0.608826 -3.647335 0.769540 -0.149 0.055 0.247 0.00
H 0.578723 -2.309430 1.937959 -0.154 -0.256 -0.127 0.02
H -0.119661 -3.896911 2.380013 0.012 0.105 0.048 0.00
```
Positions in Å, forces in eV/Å.

[2]
The following is a DFT calculation (the ωB97M-V functional and the def2-TZVPD basis) of a cluster of 6 separate species, C11H35N7O6 in total.

Calculated values
Orbital gap (spin up / spin down) = 1.637 / 8.503 eV
Charge = -1
E_LUMO (spin up / spin down) = 2.19 / 2.15 eV
2S+1 = 2
Total energy = -1274.7727 a.u.
<S²> = 0.75

The geometry in XYZ format:
```
59
Properties=species:S:1:pos:R:3:forces:R:3:mulliken_spin:R:1
C 5.202178 -0.177938 -4.480221 0.002 0.350 -0.191 0.00
C 5.074922 1.059356 -3.640169 -0.131 -0.416 1.510 0.00
C 4.871586 0.626254 -2.125546 -0.922 0.329 -0.666 0.00
O 3.738061 -0.100406 -1.797533 -1.486 0.082 -0.333 -0.01
C 2.537445 0.651243 -2.066813 0.068 -1.611 0.581 -0.01
N 6.267609 1.868063 -3.630678 0.479 -0.058 -1.084 0.00
H 5.323717 0.093907 -5.528763 0.224 -0.110 -0.025 0.00
H 4.244886 -0.689977 -4.382672 0.287 -0.546 0.055 0.00
H 6.059443 -0.744095 -4.116001 -0.147 -0.469 -0.222 0.00
H 4.261984 1.609614 -4.113919 -0.246 0.394 0.724 0.00
H 4.783916 1.522038 -1.510732 0.862 0.440 0.059 0.00
H 5.634018 -0.074852 -1.786074 0.838 0.579 -0.297 0.00
H 2.657472 1.731717 -1.987510 0.176 0.001 -0.203 0.00
H 1.840784 0.318674 -1.297292 -0.217 0.209 -0.119 0.02
H 2.169504 0.290148 -3.027198 -0.239 0.602 -0.189 0.00
H 6.994064 1.295917 -3.224467 0.385 0.423 0.192 0.00
H 6.164374 2.751402 -3.151974 0.027 -0.183 0.219 0.00
C 0.364875 -0.868562 1.004458 0.171 0.662 -0.261 0.00
C -1.025741 -0.292581 0.737646 0.050 0.238 -0.063 -0.49
O -1.367597 0.775230 1.593014 1.005 -0.095 0.436 -0.16
H 1.146439 -0.110932 1.061567 -0.315 0.558 0.539 0.00
H 0.725032 -1.344788 0.092541 -0.351 -0.844 0.115 0.02
H 0.429440 -1.482394 1.902864 0.033 -0.175 -0.125 0.02
H -1.802111 -1.050772 0.840090 0.053 -0.389 -0.218 -0.02
H -1.021677 0.038265 -0.300916 -0.226 0.012 -0.193 0.01
H -2.313644 0.938174 1.585732 -0.351 0.226 -0.071 0.07
C -1.057315 -3.597444 3.995543 -0.468 0.945 -0.371 -0.05
C -0.325010 -4.817635 4.504868 -0.635 1.618 -0.594 0.05
O -0.561594 -4.905116 5.896277 0.287 -0.839 0.204 -0.03
H -0.698547 -2.727613 4.545794 0.444 0.144 -0.246 0.01
H -2.132537 -3.465514 4.116388 -0.195 -0.947 0.111 -0.05
H -0.854966 -3.481429 2.930789 0.096 0.252 -0.096 0.10
H 0.690613 -4.530396 4.232656 0.491 -0.718 0.427 -0.01
H -0.611228 -5.690845 3.918628 -0.021 -0.400 0.577 -0.01
H 0.219032 -4.604458 6.367262 -0.013 -0.046 -0.027 0.00
C -4.566931 3.100099 1.538983 0.404 1.298 0.480 5.54
O -3.525864 2.541528 1.697442 4.536 -1.961 1.554 -2.39
N -4.958826 4.229869 2.053089 -0.919 2.522 1.686 -0.22
N -5.372634 2.664661 0.664651 -3.650 -3.158 -4.448 -0.35
H -5.856578 4.463145 1.653420 -0.187 1.211 0.649 -0.29
H -4.444688 4.822954 2.688701 -0.174 -0.356 -0.187 -0.13
H -6.271770 3.048328 0.410806 -0.119 0.217 0.125 -0.66
H -5.077561 1.857160 0.134588 -0.149 -0.052 0.097 -0.25
C -1.935321 -3.144652 -1.193118 -3.233 4.573 -3.996 0.72
O -2.152761 -2.062494 -1.737326 0.298 0.288 0.732 -0.20
N -2.764934 -4.124920 -1.311578 -3.941 -2.949 -1.201 -0.09
N -0.900000 -3.553652 -0.593170 6.109 -1.259 3.321 -0.08
H -2.598895 -4.944071 -0.744557 -1.124 0.073 -0.386 -0.08
H -3.595954 -3.906396 -1.842385 -0.116 -0.692 0.232 -0.05
H -0.942364 -4.561971 -0.633275 1.206 0.194 1.211 -0.01
H -0.692827 -3.047440 0.255896 0.772 -0.304 -0.023 0.01
C -1.074018 4.265238 -0.232989 0.684 1.795 -0.380 0.22
O -0.199692 4.995549 -0.631227 2.030 0.847 -1.537 -0.03
N -1.568248 3.202450 -0.808233 -0.657 -3.238 -1.987 -0.08
N -1.769224 4.570542 0.824011 -1.762 1.051 3.613 -0.14
H -1.149020 2.769002 -1.618452 0.004 0.167 0.413 0.04
H -2.261878 2.703488 -0.269690 0.037 -0.322 -0.447 -0.04
H -1.688404 5.481481 1.252698 0.306 -0.487 -0.124 -0.03
H -2.261036 3.817844 1.284077 -0.373 0.324 0.449 0.14
```
Positions in Å, forces in eV/Å.

[3]
The following is a DFT calculation (the ωB97M-V functional and the def2-TZVPD basis) of a cluster of 8 separate species, C11H36ClN8O11 in total.

Calculated values
Orbital gap = 9.355 eV
Charge = -1
E_LUMO = 2.12 eV
Total energy = -2166.5157 a.u.

The geometry in XYZ format:
```
67
Properties=species:S:1:pos:R:3:forces:R:3:nbo_charge:R:1
Cl -0.399323 -0.087503 -0.921551 1.746 0.740 -2.559 2.55
O -0.716143 1.252857 -0.533621 -1.362 1.137 0.736 -0.91
O -0.737693 -0.253253 -2.332181 0.101 -0.189 1.102 -0.86
O 1.033077 -0.163693 -0.746961 0.353 -0.939 0.159 -0.90
O -1.070923 -1.060893 -0.132491 -0.735 -0.556 0.732 -0.87
C -3.619433 1.445657 -3.192501 0.560 0.400 0.189 -0.64
C -3.907553 0.103317 -2.542631 0.795 0.860 0.295 -0.07
O -3.933543 0.344537 -1.104531 -0.942 -0.557 -0.680 -0.77
H -2.650513 1.827907 -2.871291 0.470 -0.519 -0.467 0.21
H -4.226243 2.264597 -2.806201 -0.812 -0.364 -0.162 0.21
H -3.684883 1.410277 -4.279961 0.099 0.046 0.004 0.21
H -3.143613 -0.641463 -2.765761 0.135 0.195 -0.026 0.20
H -4.828253 -0.279803 -2.982661 -0.484 -0.101 0.901 0.16
H -3.106793 0.083917 -0.692021 0.288 -0.380 -0.242 0.49
C -1.833033 -1.244003 3.692559 0.161 0.473 -0.488 -0.64
C -3.321473 -0.961653 3.755199 0.340 -0.589 0.823 -0.06
O -3.565613 0.094677 4.645869 -0.416 1.333 0.384 -0.72
H -1.575133 -1.713363 2.743199 0.162 -0.493 0.262 0.22
H -1.490323 -1.770963 4.583049 0.017 -0.363 -0.228 0.20
H -1.281073 -0.304103 3.688159 -0.162 0.214 -0.045 0.22
H -3.834443 -1.808803 4.210489 -0.175 -0.554 -0.684 0.14
H -3.749473 -0.719513 2.782419 0.026 0.070 0.073 0.18
H -3.684643 -0.238123 5.538439 0.068 -0.054 -0.120 0.46
C 2.942607 2.251937 1.709789 2.465 -0.496 4.403 0.76
O 3.837967 2.569537 2.539359 -1.118 0.694 -2.230 -0.70
N 2.352717 2.887217 0.719019 -0.195 1.574 -1.840 -0.84
N 2.369977 1.061547 1.862569 -1.259 -2.608 0.357 -0.84
H 2.492657 3.867787 0.521539 -0.155 -0.393 0.025 0.42
H 1.599797 2.321097 0.354719 -0.290 1.075 -0.660 0.41
H 1.552527 0.823607 1.319179 0.164 -0.411 0.118 0.39
H 2.585527 0.461297 2.645729 0.180 0.461 -0.232 0.40
C -3.815253 4.110437 -0.407251 -1.443 1.339 0.338 0.76
O -4.341403 5.205367 -0.171761 0.959 -0.213 -0.445 -0.70
N -2.651813 3.857527 -0.996821 2.684 1.302 -1.047 -0.84
N -4.421863 2.969157 -0.123971 -1.803 -1.963 0.810 -0.84
H -2.273093 2.930427 -1.127821 -0.114 0.152 0.261 0.41
H -2.021713 4.628887 -1.164381 -0.156 -0.187 0.082 0.39
H -4.001703 2.108997 -0.445991 -0.419 -0.163 -0.009 0.41
H -5.431673 2.987657 -0.118031 0.248 0.021 0.275 0.39
C 3.286817 2.317157 -3.540701 2.511 1.550 0.492 0.76
O 3.126037 2.744347 -4.647671 -0.424 -0.056 -2.653 -0.68
N 4.493857 2.276067 -2.940801 2.691 0.206 -0.008 -0.85
N 2.381637 2.032247 -2.672061 -4.508 -1.194 2.384 -0.82
H 5.293177 2.563777 -3.487071 -0.237 -0.044 0.273 0.39
H 4.629867 2.031487 -1.970341 -0.053 -0.227 -0.456 0.39
H 1.435627 1.873257 -2.988121 0.109 0.147 0.251 0.41
H 2.552887 2.121517 -1.680701 -0.101 -0.482 -0.342 0.40
C -1.076683 -5.254433 1.300039 0.018 -1.682 -0.719 0.74
O 0.001807 -5.575613 0.893789 2.780 -0.930 -0.158 -0.67
N -1.940813 -6.100183 1.831229 -1.725 -2.979 1.809 -0.84
N -1.574883 -4.090193 1.085899 -0.825 3.675 -0.377 -0.82
H -1.572483 -7.001253 2.100509 -0.235 0.191 -0.093 0.40
H -2.813293 -5.808353 2.248019 0.377 -0.093 -0.027 0.38
H -2.531633 -3.908713 1.353829 0.603 0.867 -0.237 0.39
H -0.820713 -3.467223 0.834399 -0.981 1.007 -0.275 0.43
C 3.653907 -2.499503 -0.018881 0.595 -1.108 1.651 -0.64
C 4.233917 -1.110583 -0.190361 1.076 -1.611 -0.448 0.09
C 5.823637 -1.066533 0.056479 -2.407 -0.545 0.462 -0.62
O 4.048727 -0.945603 -1.569221 0.406 1.617 -1.251 -0.73
H 4.272427 -3.235023 -0.533231 0.357 0.035 0.083 0.20
H 2.664527 -2.707923 -0.426041 -0.284 0.800 0.069 0.22
H 3.619327 -2.764793 1.037779 -0.059 -0.314 0.164 0.20
H 3.685837 -0.414833 0.444959 0.157 0.406 -0.248 0.18
H 6.251327 -0.170043 -0.392411 0.061 -0.237 -0.002 0.21
H 6.217997 -2.012643 -0.314291 0.229 0.304 -0.499 0.20
H 6.004307 -1.107163 1.130629 0.065 0.387 0.096 0.20
H 3.204607 -1.342333 -1.796531 -0.176 0.320 -0.104 0.48
```
Positions in Å, forces in eV/Å.